Record 1
{"formula": "C4H9NO3", "method": "ωB97M-V/def2-TZVPD", "multiplicity": 1, "species": ["C", "C", "C", "N", "C", "O", "O", "O", "H", "H", "H", "H", "H", "H", "H", "H", "H"], "positions_angstrom": [[-1.07348, 0.58141, -0.61803], [1.09243, -0.15395, 1.43400], [-1.99871, 1.03266, 0.44217], [-0.00009, -1.00325, -1.79616], [1.68193, -0.55717, -0.86769], [-1.02368, -0.65952, -0.89782], [1.12966, 0.37476, 0.10897], [2.20709, -1.59187, -0.50892], [0.00529, -2.02314, -1.73454], [-0.60438, 1.28654, -1.29411], [2.02613, 0.07229, -1.69690], [0.81597, 0.66800, 2.09153], [2.07204, -0.54520, 1.70795], [0.36545, -0.96843, 1.51209], [-1.49159, 1.75668, 1.08105], [-2.34456, 0.19310, 1.04091], [-2.85950, 1.53711, -0.00449]], "atomic_forces_ev_per_a": [[-0.5, -0.9, -0.5], [0.0, -0.1, -0.2], [0.1, -0.1, 0.0], [0.1, 0.2, -0.3], [0.1, 0.5, 0.5], [0.1, 0.9, 0.6], [0.2, -0.4, -0.4], [-0.1, 0.0, 0.1], [-0.2, 0.1, 0.1], [0.2, -0.1, 0.0], [-0.1, -0.1, 0.0], [0.0, 0.0, 0.0], [-0.1, 0.0, 0.0], [0.0, 0.0, 0.0], [0.0, 0.0, 0.0], [0.0, 0.0, 0.0], [0.0, 0.0, 0.0]], "mulliken_charge": [0.4544, -0.6948, -1.1537, -0.7127, 0.2640, -0.0982, -0.3297, -0.6149, 0.2801, 0.4515, 0.3217, 0.2436, 0.3287, 0.2822, 0.3055, 0.3172, 0.3553]}


Record 2
{"formula": "C17H26N3O2S", "method": "ωB97M-V/def2-TZVPD", "multiplicity": 1, "total_charge": 1, "species": ["C", "C", "C", "C", "N", "C", "S", "N", "C", "C", "N", "C", "C", "C", "C", "C", "C", "C", "O", "C", "O", "C", "C", "H", "H", "H", "H", "H", "H", "H", "H", "H", "H", "H", "H", "H", "H", "H", "H", "H", "H", "H", "H", "H", "H", "H", "H", "H", "H"], "positions_angstrom": [[1.83480, 7.65547, 0.08640], [1.92029, 6.30387, -0.61211], [2.54189, 5.24968, 0.30386], [2.72780, 3.89125, -0.37409], [1.44984, 3.26385, -0.62889], [1.08744, 2.03005, -0.31761], [-0.49879, 1.53350, -0.50769], [2.09560, 1.16988, 0.13717], [1.72689, 0.19131, 1.14959], [1.47870, -1.20061, 0.54350], [1.00623, -1.00886, -0.83799], [0.36546, -2.21749, -1.41764], [-0.90062, -2.55346, -0.67763], [-2.03511, -1.77902, -0.87366], [-3.22411, -2.03537, -0.19663], [-3.23237, -3.09681, 0.67668], [-2.09090, -3.88503, 0.87808], [-0.91442, -3.63038, 0.21920], [-2.36673, -4.85655, 1.78551], [-3.72704, -4.68655, 2.14164], [-4.24131, -3.56414, 1.45073], [2.10485, -0.48852, -1.67943], [2.91570, 0.57269, -0.89584], [1.22348, 7.58538, 0.98292], [2.82493, 8.00089, 0.37249], [1.39135, 8.39586, -0.57341], [0.91416, 6.00288, -0.91531], [2.52633, 6.40096, -1.51549], [3.52379, 5.59838, 0.62641], [1.92522, 5.12506, 1.19621], [3.30813, 3.22232, 0.26409], [3.25725, 4.02734, -1.32391], [0.71940, 3.87592, -0.97261], [2.54261, 0.13964, 1.87657], [0.83512, 0.54977, 1.66502], [0.71396, -1.73259, 1.10996], [2.38911, -1.80426, 0.52519], [0.25075, -0.21641, -0.76383], [0.14395, -1.99956, -2.46467], [1.07511, -3.04667, -1.36983], [-2.00937, -0.95754, -1.57311], [-4.10268, -1.43438, -0.35302], [-0.04964, -4.25398, 0.37527], [-4.29714, -5.58569, 1.86366], [-3.80673, -4.52210, 3.22615], [1.66424, -0.04797, -2.57574], [2.75215, -1.31592, -1.97905], [3.78130, 0.11988, -0.40789], [3.27438, 1.34242, -1.57882]], "atomic_forces_ev_per_a": [[-0.1, -0.1, -0.2], [0.1, 0.0, 0.3], [0.0, -0.1, -0.3], [0.5, 0.3, 0.3], [-0.1, -0.1, 0.0], [-0.2, 0.3, -0.2], [-0.6, 0.3, 0.1], [-0.1, 0.3, 0.2], [-0.1, -0.1, 0.3], [0.1, 0.1, 0.6], [-0.2, 0.1, 0.0], [-0.5, -0.4, -0.1], [0.0, 0.1, -0.1], [0.2, -0.1, 0.0], [-0.2, -0.2, 0.3], [0.6, -0.2, -0.1], [-0.4, 0.4, -0.2], [-0.3, -0.1, 0.1], [0.4, 0.1, -0.2], [-0.7, -0.8, 0.8], [-0.1, 0.4, -0.3], [0.4, 0.3, -0.3], [0.1, -0.1, -0.2], [-0.1, 0.0, 0.1], [0.1, 0.1, 0.0], [0.0, 0.1, 0.0], [0.0, 0.0, -0.1], [0.0, -0.1, -0.1], [0.0, 0.0, 0.1], [0.0, 0.0, 0.1], [0.0, 0.0, -0.1], [0.0, -0.1, 0.1], [0.0, -0.3, -0.1], [-0.1, -0.1, 0.0], [0.1, -0.1, 0.0], [0.1, 0.0, -0.1], [-0.1, 0.0, -0.1], [0.4, -0.4, -0.1], [0.1, 0.0, 0.0], [0.1, 0.1, 0.0], [0.0, 0.1, -0.1], [-0.1, 0.1, 0.0], [0.2, -0.1, 0.0], [0.2, 0.2, 0.0], [0.1, 0.0, -0.3], [-0.1, -0.1, 0.1], [-0.1, 0.0, 0.0], [0.0, 0.0, -0.1], [0.1, -0.1, 0.0]], "mulliken_charge": [-1.3583, -0.1832, -0.8855, -0.4780, 0.0284, 0.1346, -0.4935, 0.0380, -1.1278, -0.3348, 0.6331, -1.0692, 0.3096, -0.4066, -1.1982, 1.0175, 0.7851, -1.0146, -0.4821, -0.2498, -0.4632, -0.6840, -0.6138, 0.3378, 0.3485, 0.3759, 0.2880, 0.2722, 0.3650, 0.3054, 0.4209, 0.2889, 0.2825, 0.4084, 0.5146, 0.3401, 0.3689, -0.2695, 0.4263, 0.4112, 0.5963, 0.4504, 0.4591, 0.2600, 0.2560, 0.4224, 0.3906, 0.4265, 0.3503]}


Record 3
{"formula": "C6H11N2O5", "method": "ωB97M-V/def2-TZVPD", "multiplicity": 1, "total_charge": 1, "species": ["C", "C", "C", "C", "C", "C", "N", "N", "O", "O", "O", "O", "O", "H", "H", "H", "H", "H", "H", "H", "H", "H", "H", "H"], "positions_angstrom": [[1.25330, 1.09003, 0.45112], [1.77342, -0.10659, 0.54712], [-0.55758, -0.74861, -0.90579], [-0.24455, 1.35837, 0.35132], [-1.85058, 1.17969, -1.43024], [-0.47600, -1.92977, 1.16502], [-0.69060, 0.57662, -0.78178], [0.39095, -1.37736, 0.05399], [-0.91169, -1.49920, -1.74346], [1.83418, 2.32733, 0.72886], [2.84071, -0.78890, 0.74017], [-0.96685, 1.01150, 1.50271], [0.96748, -2.34906, -0.65040], [-0.18701, 2.51048, 0.14776], [-2.16466, 0.76762, -2.35173], [-2.75950, 1.31253, -0.81383], [-1.61971, 2.16957, -1.85436], [-0.36063, -1.17749, 1.97332], [-1.54622, -1.99892, 0.86867], [-0.05583, -2.91357, 1.27506], [2.73925, 2.34922, 0.47784], [3.17824, -1.14692, -0.08051], [-1.20953, 1.83157, 1.85767], [0.62341, -2.44814, -1.52851]], "atomic_forces_ev_per_a": [[-0.1, 1.9, 1.8], [-2.0, -2.0, -1.0], [1.8, 1.1, 0.7], [1.7, 0.1, -0.6], [-0.8, 1.9, -0.6], [0.3, 1.0, 0.3], [-2.4, 1.0, -0.5], [-0.4, 3.1, 0.3], [-1.9, -0.2, -1.9], [-1.1, -1.5, -0.2], [0.2, 0.4, 0.7], [0.8, -0.9, -1.3], [3.4, -2.1, 1.8], [-1.0, -2.2, 0.0], [-0.1, -1.6, -0.6], [0.7, -0.4, 0.2], [0.5, 0.0, 0.8], [-0.2, -1.2, -0.1], [0.8, 0.1, -0.1], [0.0, -0.3, 0.9], [1.6, 0.0, -0.2], [0.4, -0.4, -0.6], [-0.9, 1.7, 1.5], [-1.2, 0.4, -1.0]], "mulliken_charge": [0.1567, 0.2893, 0.4035, -0.0839, -1.1523, -0.7443, 0.1100, 0.4598, -0.5886, -0.4797, -0.4369, -0.4776, -0.5346, 0.4775, 0.4180, 0.3719, 0.3766, 0.3136, 0.3116, 0.3213, 0.3608, 0.3988, 0.3642, 0.3643]}


Energy? In order: -11921.9098 -37445.3795 -19606.6043 eV.
Energy relative to the best compared isomer or geometry (same formula, charge and spin)? In order: 129.9 24.6 45.8 kcal/mol.